[1]
The molecule C5H8O, computed with ωB97M-V with the def2-TZVPD basis set.

Its net charge is 0. The structure (SMILES) is C=CC/C=C\O. The HOMO energy is -8.8429 eV.

Last column: natural (NBO) charge in e.
Positions of all 14 atoms, in Å:
O 0.17 -2.04 -0.52  -0.6841
C -1.04 -1.43 -0.57  0.1594
C -1.25 -0.11 -0.69  -0.3306
C -0.13 0.89 -0.86  -0.4966
C 0.85 1.00 0.28  -0.1847
C 0.73 0.44 1.48  -0.4185
H -1.85 -2.15 -0.49  0.1829
H -2.27 0.24 -0.68  0.2188
H 0.44 0.64 -1.77  0.2203
H -0.55 1.88 -1.06  0.2326
H 0.85 -1.38 -0.35  0.4878
H 1.73 1.62 0.07  0.2013
H 1.48 0.59 2.25  0.2051
H -0.14 -0.17 1.73  0.2062

***

[2]
A structure of composition C19H43AlN2O2P3 at a distorted geometry, computed with ωB97M-V with the def2-TZVPD basis set.

Its net charge is +3. The HOMO energy is -14.6146 eV.

Last column: natural (NBO) charge in e.
Positions of all 70 atoms, in Å:
Al -0.03 1.07 0.06  1.2279
P 0.95 2.38 2.04  0.9051
P 1.89 -0.30 -0.38  0.9107
P -0.77 -0.55 1.83  0.8596
H -2.00 1.19 -1.78  0.3017
C -2.00 0.94 -0.71  -0.5422
C -2.00 2.02 0.22  -0.3784
H -2.11 3.04 -0.17  0.2622
C 1.65 4.05 1.77  -0.9357
C 2.36 1.64 2.95  -0.9292
C -0.23 2.78 3.39  -0.9339
C 1.44 -1.28 -1.84  -0.9757
C 3.29 0.69 -0.96  -0.9379
C 2.65 -1.48 0.77  -0.9340
C -2.41 -0.18 2.55  -0.9425
C 0.15 -1.11 3.30  -0.9299
C -1.10 -2.10 0.97  -0.9690
H -2.59 0.04 -0.49  0.2974
H -2.49 1.96 1.19  0.2749
H 0.97 4.70 1.19  0.2475
H 2.60 3.97 1.22  0.2623
H 1.84 4.51 2.75  0.2764
H 3.20 1.49 2.26  0.2528
H 2.08 0.69 3.41  0.2554
H 2.66 2.34 3.74  0.2854
H -1.11 3.29 2.98  0.2457
H 0.28 3.45 4.10  0.2814
H -0.56 1.87 3.93  0.2506
H 2.31 -1.83 -2.20  0.2763
H 1.03 -0.65 -2.65  0.2586
H 0.66 -1.98 -1.52  0.2889
H 4.10 0.01 -1.23  0.2802
H 3.63 1.35 -0.15  0.2477
H 3.02 1.29 -1.84  0.2609
H 3.54 -1.90 0.27  0.2900
H 1.97 -2.30 1.02  0.2654
H 2.97 -0.96 1.68  0.2579
H -2.74 -1.08 3.08  0.2822
H -3.13 0.07 1.77  0.2392
H -2.33 0.65 3.26  0.2538
H -0.43 -1.93 3.75  0.2816
H 0.24 -0.30 4.03  0.2505
H 1.15 -1.48 3.03  0.2555
H -1.73 -2.72 1.62  0.2742
H -0.19 -2.65 0.73  0.2726
H -1.63 -1.91 0.03  0.2567
C -1.46 -4.45 -1.83  0.2973
C -1.42 -5.32 -2.94  -0.2965
C -2.64 -5.83 -3.40  -0.1573
C -3.85 -5.48 -2.78  -0.2249
C -3.83 -4.75 -1.58  -0.1773
C -2.61 -4.31 -1.05  -0.3054
O -0.39 -3.63 -1.57  -0.7385
H 0.23 -3.62 -2.35  0.4915
H -0.47 -5.54 -3.42  0.2259
H -2.64 -6.50 -4.27  0.2420
H -4.81 -5.79 -3.21  0.2434
H -4.76 -4.51 -1.05  0.2291
H -2.55 -3.81 -0.09  0.1918
C 1.83 3.09 -3.60  -0.4261
N 1.13 3.97 -2.66  -0.5380
C 0.49 3.57 -1.58  0.8218
N -0.14 4.50 -0.82  -0.7961
O 0.48 2.31 -1.28  -0.8557
H 1.44 2.07 -3.53  0.2208
H 2.90 3.11 -3.37  0.2266
H 1.66 3.46 -4.62  0.2605
H 1.21 4.98 -2.81  0.4300
H -0.69 4.25 0.00  0.4124
H -0.15 5.46 -1.15  0.4417

***

[3]
A cluster of 2 separate species, C6H15N2P in total at a distorted geometry, computed with ωB97M-V with the def2-TZVPD basis set.

Its net charge is +2. The HOMO energy (spin up / spin down) is -17.3188 / -17.3165 eV.

Last column: natural (NBO) charge in e.
Positions of all 24 atoms, in Å:
C -0.01 0.44 -1.83  0.1438
C -2.09 -0.05 0.70  -0.8063
C -0.82 0.28 1.58  -0.3952
C 1.35 1.11 -3.60  -0.4322
C 1.96 -0.94 -2.21  -0.4051
C -1.45 -1.15 3.55  -0.4164
N 0.99 0.14 -2.55  -0.2893
N -1.04 0.20 3.06  -0.4872
P -0.69 -1.06 0.30  0.8857
H -0.75 1.14 -2.13  0.2057
H -3.01 -0.47 1.09  0.2949
H -2.32 0.76 -0.03  0.2960
H -0.20 1.27 1.40  0.2870
H 2.42 1.14 -3.81  0.2572
H 1.13 2.11 -3.22  0.2359
H 0.69 0.78 -4.40  0.2532
H 1.50 -1.24 -1.23  0.2182
H 2.91 -0.39 -2.17  0.2411
H 2.20 -1.68 -2.95  0.2727
H -1.39 -1.16 4.59  0.2583
H -2.48 -1.32 3.33  0.2417
H -0.74 -1.82 3.10  0.2303
H -0.14 0.50 3.49  0.4636
H -1.82 0.76 3.15  0.4463

***

[4]
The molecule C6H6N2O3 at a distorted geometry, computed with ωB97M-V with the def2-TZVPD basis set.

Its net charge is 0. Its spin multiplicity is 3. The HOMO energy (spin up / spin down) is -6.5733 / -11.1407 eV.

Last column: natural (NBO) charge in e.
Positions of all 17 atoms, in Å:
C -2.05 0.10 -0.83  0.2115
C -3.39 2.91 -0.52  0.8390
C -4.07 0.64 0.31  0.7571
C -0.88 0.31 -1.29  -0.0602
C 0.37 -0.74 0.58  -0.6451
C 0.42 0.18 -0.63  0.0130
N -3.15 -0.18 -0.38  -0.3895
N -4.09 2.21 0.20  -0.6101
O -2.88 3.74 -1.15  -0.4885
O -4.89 0.21 1.00  -0.5013
O 0.88 1.56 -0.20  -0.6698
H -0.83 0.89 -2.22  0.1900
H 1.47 -0.66 0.95  0.2359
H -0.28 -0.47 1.39  0.2238
H -0.02 -1.67 0.26  0.2215
H 1.18 -0.07 -1.39  0.2122
H -0.02 1.91 0.18  0.4606

***

[5]
A cluster of 2 separate species, CH2ClNO in total at a distorted geometry, computed with ωB97M-V with the def2-TZVPD basis set.

Its net charge is 0. The HOMO energy (spin up / spin down) is -8.2125 / -8.4549 eV.

Last column: natural (NBO) charge in e.
Positions of all 6 atoms, in Å:
C -0.74 -0.37 0.12  -0.4184
N 0.93 1.27 -0.19  0.2142
O 2.00 0.98 0.03  -0.1786
Cl 0.20 -1.77 0.00  0.0151
H -0.95 0.23 -0.80  0.1915
H -1.43 -0.34 0.86  0.1761

***

[6]
A cluster of 2 separate species, C3H5NO2 in total at a distorted geometry, computed with ωB97M-V with the def2-TZVPD basis set.

Its net charge is 0. Its spin multiplicity is 3. The HOMO energy (spin up / spin down) is -8.0876 / -10.5303 eV.

Last column: natural (NBO) charge in e.
Positions of all 11 atoms, in Å:
C 0.07 0.62 -0.38  -0.4800
C -0.10 -0.83 0.02  -0.4697
C 0.24 0.27 1.02  -0.1206
N 2.76 0.05 0.84  0.5176
O 3.13 0.64 1.82  -0.2520
O 3.34 -0.09 -0.20  -0.2729
H 0.83 1.06 -1.08  0.2374
H -0.96 1.17 -0.52  0.2192
H -1.07 -1.25 0.20  0.2121
H 0.54 -1.58 -0.13  0.2114
H -0.10 0.48 1.98  0.1976

***

[7]
A structure of composition C42H33N3OPRh at a distorted geometry, computed with ωB97M-V with the def2-TZVPD basis set.

Its net charge is +2. The HOMO energy (spin up / spin down) is -13.4159 / -13.4147 eV.

Last column: Löwdin charge in e.
Positions of all 81 atoms, in Å:
Rh -1.04 0.27 -0.77  1.0947
N -1.25 0.30 1.35  0.0448
C -2.09 -0.52 2.22  -0.2143
C -2.31 -0.05 3.50  -0.0201
C -3.03 -0.80 4.41  -0.0490
C -3.55 -2.03 4.01  -0.0415
C -3.34 -2.47 2.72  -0.0025
C -2.59 -1.74 1.80  -0.1292
C -2.41 -2.21 0.41  -0.1880
C -2.48 -3.58 0.10  -0.0216
C -2.37 -4.05 -1.20  -0.0451
C -2.26 -3.15 -2.26  -0.0496
C -2.23 -1.80 -1.96  -0.1114
C -2.23 -1.35 -0.66  -0.1279
H -1.38 1.27 1.61  0.0814
H -0.28 0.09 1.56  0.0654
H -1.90 0.91 3.80  0.1173
H -3.19 -0.44 5.41  0.1179
H -4.14 -2.62 4.69  0.1196
H -3.79 -3.40 2.40  0.1191
H -2.59 -4.29 0.90  0.1166
H -2.41 -5.11 -1.39  0.1191
H -2.23 -3.50 -3.28  0.1174
H -2.25 -1.10 -2.78  0.0954
C 0.11 0.09 -4.95  0.0031
C 0.18 -0.03 -3.56  -0.0788
N -0.57 0.71 -2.76  -0.0137
C -1.44 1.61 -3.30  -0.1499
C -1.58 1.78 -4.68  -0.1171
C -0.77 0.99 -5.51  0.0448
C -2.54 2.74 -5.16  0.0171
C -3.26 3.48 -4.30  0.0159
C -3.10 3.33 -2.88  -0.1161
C -3.80 4.11 -1.93  0.0458
C -3.59 3.88 -0.59  -0.0025
C -2.70 2.87 -0.20  -0.0732
N -2.03 2.13 -1.07  0.0237
C -2.21 2.38 -2.39  -0.1364
H 0.74 -0.54 -5.57  0.1254
H 0.86 -0.71 -3.07  0.1186
H -0.84 1.09 -6.59  0.1375
H -2.67 2.84 -6.23  0.1325
H -3.99 4.20 -4.66  0.1322
H -4.48 4.88 -2.26  0.1390
H -4.09 4.46 0.16  0.1264
H -2.54 2.67 0.85  0.1109
O 1.13 -0.21 -0.68  -0.4090
P 2.16 -0.20 0.45  0.8216
C 2.14 -1.73 1.37  -0.2893
C 1.01 -2.55 1.30  -0.0665
C 1.00 -3.76 1.99  -0.0504
C 2.10 -4.14 2.74  -0.0456
C 3.21 -3.32 2.82  -0.0468
C 3.24 -2.11 2.14  -0.0661
C 1.81 1.15 1.57  -0.3275
C 1.52 2.40 1.01  -0.0916
C 1.24 3.48 1.83  -0.0617
C 1.23 3.32 3.21  -0.0528
C 1.50 2.08 3.78  -0.0521
C 1.79 0.99 2.96  -0.0634
C 3.82 0.01 -0.17  -0.2907
C 4.27 -0.87 -1.15  -0.0694
C 5.58 -0.82 -1.58  -0.0550
C 6.45 0.11 -1.02  -0.0484
C 6.01 0.99 -0.05  -0.0529
C 4.69 0.94 0.39  -0.0641
H 0.17 -2.27 0.69  0.0801
H 0.13 -4.40 1.92  0.1087
H 2.10 -5.10 3.25  0.1178
H 4.07 -3.62 3.41  0.1180
H 4.12 -1.48 2.18  0.1182
H 1.55 2.52 -0.07  0.1145
H 1.04 4.45 1.40  0.1140
H 1.03 4.17 3.86  0.1171
H 1.49 1.96 4.85  0.1180
H 2.01 0.03 3.40  0.1116
H 3.59 -1.61 -1.57  0.1137
H 5.93 -1.51 -2.34  0.1151
H 7.48 0.14 -1.35  0.1176
H 6.70 1.71 0.38  0.1161
H 4.36 1.62 1.16  0.1078

***

Values of energy relative to the best compared isomer or geometry (same formula, charge and spin), in order: 136.61; 76.27; 191.19; 271.94; 440.18; 294.68; 158.87, all in kJ/mol.